# 1
ORCA calculation (ωB97M-V with the def2-TZVPD basis set) on C37H49BrHfN2P2S as an isolated structure.

Last column: Löwdin charge in e.
Geometry (Å):
C 4.4831 -5.2125 3.0470  0.03
C 4.1527 -5.0505 1.6752  -0.19
C 4.8311 -5.8499 0.7207  0.03
C 5.8507 -6.7064 1.1775  -0.07
N 6.1703 -6.8207 2.4627  0.12
C 5.5218 -6.1059 3.3789  -0.07
C 3.2101 -4.0189 1.2524  0.17
C 2.6150 -3.0076 0.8898  0.08
C 2.4965 -1.6375 0.5162  -0.22
C 1.6562 -0.8876 1.4201  -0.22
C 2.0090 0.5389 1.5333  -0.25
C 2.6924 1.1231 0.4350  -0.56
C 3.4697 0.3575 -0.4490  -0.04
C 3.3423 -1.0197 -0.3939  0.03
Hf 0.1470 0.1968 0.1856  1.60
P -2.1932 -0.6736 -0.4559  0.83
H 4.5881 -5.8113 -0.3399  0.13
H 3.9663 -4.6636 3.8418  0.13
H 6.4078 -7.3163 0.4656  0.13
H 5.8148 -6.2353 4.4258  0.13
H 3.9792 -1.6356 -1.0534  0.17
H 1.1649 -1.4318 2.2358  0.15
H 4.1119 0.8571 -1.1531  0.14
H 1.8640 1.0702 2.4684  0.12
C -3.3447 0.4595 -1.3567  -0.36
C -4.2598 -0.1451 -2.4278  -0.10
H -2.7153 1.2466 -1.8022  0.07
H -3.9523 0.9524 -0.5806  0.10
H -4.9611 0.6256 -2.7782  0.11
H -3.7133 -0.4884 -3.3167  0.07
H -4.8778 -0.9747 -2.0600  0.07
C -1.7821 -2.0461 -1.5892  -0.41
C -1.8222 -3.4536 -0.9882  -0.11
H -0.7602 -1.8659 -1.9665  0.03
H -2.4255 -1.9665 -2.4750  0.09
H -1.2740 -4.1399 -1.6492  0.10
H -1.3300 -3.5022 -0.0070  0.07
H -2.8454 -3.8423 -0.8854  0.09
C -3.2815 -1.3816 0.8455  -0.38
C -4.6442 -1.8937 0.3836  -0.10
H -3.4117 -0.5915 1.6010  0.08
H -2.7134 -2.1835 1.3362  0.08
H -5.1582 -2.3720 1.2270  0.11
H -5.2956 -1.0791 0.0507  0.08
H -4.5841 -2.6378 -0.4210  0.08
Br 1.8932 2.7123 -0.3727  0.97
P 1.3127 0.3185 -4.6057  1.01
C -0.3340 -0.4225 -4.2390  -0.45
C -1.1369 -0.6233 -5.5230  -0.14
H -0.8505 0.2426 -3.5279  0.05
H -0.1634 -1.3741 -3.7193  0.04
H -1.9426 -1.3466 -5.3613  0.07
H -1.5954 0.3178 -5.8475  0.09
H -0.4970 -0.9985 -6.3307  0.08
C 1.2006 1.9347 -3.7573  -0.48
C 2.0940 2.9660 -4.4663  -0.15
H 1.5145 1.7986 -2.7101  -0.05
H 0.1480 2.2547 -3.7446  0.08
H 1.9441 3.9591 -4.0264  0.07
H 3.1609 2.7118 -4.3698  0.08
H 1.8419 3.0381 -5.5356  0.09
C 2.4317 -0.6713 -3.5393  -0.46
C 3.2541 -1.6864 -4.3355  -0.13
H 1.8158 -1.1721 -2.7787  0.04
H 3.0836 0.0280 -3.0043  0.05
H 4.0513 -2.0999 -3.7087  0.07
H 2.6336 -2.5268 -4.6651  0.09
H 3.7220 -1.2259 -5.2139  0.09
N -0.8212 1.3507 1.6330  -0.42
S -0.4863 2.9856 2.1246  1.09
C -1.9239 3.9973 1.8154  -0.45
C -1.7790 5.2209 1.1330  -0.06
C -2.8613 6.0952 1.0591  -0.02
C -4.0923 5.7455 1.6366  0.00
C -4.2345 4.5109 2.2808  -0.02
C -3.1491 3.6358 2.3826  -0.09
C -0.5316 2.9707 3.9314  -0.39
C 0.0300 1.8785 4.6005  -0.10
C 0.0719 1.8642 6.0025  -0.03
C -0.4281 2.9516 6.7308  -0.01
C -0.9496 4.0641 6.0676  -0.01
C -0.9766 4.0869 4.6689  -0.04
H -1.5734 0.9573 2.2203  0.04
H -0.8038 5.4734 0.7007  0.12
H -2.7438 7.0600 0.5621  0.14
H -4.9327 6.4389 1.5912  0.14
H -5.1872 4.2305 2.7283  0.13
H -3.2325 2.7022 2.9306  0.12
H 0.4262 1.0392 4.0360  0.08
H 0.4870 0.9994 6.5187  0.13
H -0.3844 2.9498 7.8245  0.14
H -1.3475 4.9151 6.6281  0.14
H -1.3573 4.9623 4.1483  0.12

Cartesian forces (eV/Å) of the 3 atoms listed first:
0.2 -0.2 0.2
-0.9 0.5 -0.1
0.4 0.0 0.2

## Properties
- multiplicity = 1
- calculated total energy (eV) = -142859.8976
- charge = +4
- energy above the lowest of the compared OMol25 structures with the same formula, charge and spin (eV) = 0.000



# 2
ORCA calculation (ωB97M-V with the def2-TZVPD basis set) on C37H49N5SbSi3Zn as an isolated structure.

Last column: Löwdin charge in e.
Geometry (Å):
Zn -0.0072 -0.0576 0.2868  0.64
C 1.0945 -0.5350 4.6964  -0.01
C 2.4706 -0.6610 4.6696  -0.02
C 3.1291 -0.5103 3.4612  0.01
C 2.3894 -0.2301 2.3213  -0.21
N 1.0597 -0.0958 2.3460  0.08
C 0.4375 -0.2550 3.5112  -0.15
C 3.0191 -0.1284 0.9797  -0.18
C 4.3947 -0.1225 0.7884  0.02
C 4.8871 -0.0927 -0.5036  -0.01
C 4.0027 -0.0712 -1.5673  0.02
C 2.6419 -0.0636 -1.2970  -0.19
N 2.1722 -0.0802 -0.0481  0.12
C 1.6168 0.0200 -2.3659  -0.21
C 1.8663 -0.3363 -3.6818  0.01
C 0.8621 -0.1476 -4.6191  -0.02
C -0.3367 0.4128 -4.2140  -0.02
C -0.5028 0.7222 -2.8733  -0.11
N 0.4408 0.5043 -1.9624  0.09
H 0.5297 -0.6597 5.6081  0.12
H 3.0249 -0.8867 5.5701  0.12
H 4.2000 -0.6320 3.4116  0.11
H -0.6366 -0.1750 3.4980  0.03
H 5.0727 -0.1357 1.6269  0.11
H 5.9535 -0.0806 -0.6792  0.12
H 4.3617 -0.0320 -2.5841  0.12
H 2.8155 -0.7636 -3.9686  0.12
H 1.0205 -0.4283 -5.6511  0.12
H -1.1406 0.5966 -4.9109  0.12
H -1.4239 1.1546 -2.5083  0.10
C -4.2332 -2.3650 0.9562  -0.30
Sb -2.6021 -1.2103 1.7638  1.44
C -1.2427 -1.6405 0.1095  -0.56
C -1.9528 -1.5233 -1.1913  -0.45
C -1.7944 -2.4427 -2.2440  -0.04
C -2.4589 -2.2570 -3.4385  -0.06
C -3.2788 -1.1482 -3.5965  -0.07
C -3.3813 -0.2870 -2.5206  -0.17
N -2.7492 -0.4568 -1.3628  0.07
Si -0.3449 -3.2599 0.4504  0.39
C -1.4925 -4.7459 0.3477  -0.17
C 0.3974 -3.3132 2.1785  -0.18
C 1.1235 -3.4760 -0.7158  -0.16
C -3.2155 1.0057 1.6415  -0.51
C -2.4997 1.8415 0.6242  -0.39
C -3.1682 2.8990 -0.0118  -0.02
C -2.4861 3.8531 -0.7318  -0.03
C -1.1028 3.7720 -0.8199  -0.05
C -0.5020 2.6842 -0.2357  -0.16
N -1.1602 1.7232 0.4338  0.03
Si -5.1443 0.9800 1.5440  0.45
C -5.7091 0.0909 3.1071  -0.18
C -5.8240 0.1998 -0.0189  -0.17
C -6.1184 2.6028 1.5445  -0.18
Si -2.7421 1.8635 3.3320  0.46
C -2.8334 0.7266 4.8364  -0.20
C -3.8392 3.3183 3.7783  -0.18
C -1.0644 2.7217 3.2460  -0.17
H -4.0196 -3.3788 1.2936  0.00
H -4.2538 -2.3479 -0.1296  0.01
H -5.1955 -2.0655 1.3568  0.00
H -1.1595 -3.3054 -2.1268  0.08
H -2.3415 -2.9746 -4.2405  0.11
H -3.8275 -0.9668 -4.5092  0.11
H -4.0128 0.5924 -2.5845  0.11
H -2.0793 -4.8182 1.2660  0.03
H -0.9161 -5.6685 0.2608  0.04
H -2.1909 -4.7063 -0.4861  0.03
H -0.3082 -2.9954 2.9469  0.01
H 1.2972 -2.7041 2.2620  0.01
H 0.6820 -4.3427 2.4021  0.04
H 0.8609 -3.4785 -1.7724  0.02
H 1.6423 -4.4121 -0.5026  0.04
H 1.8368 -2.6659 -0.5549  0.01
H -4.2342 2.9869 0.0992  0.07
H -3.0227 4.6680 -1.1997  0.12
H -0.5135 4.5154 -1.3348  0.11
H 0.5706 2.5557 -0.3093  0.11
H -5.0423 -0.6968 3.4554  0.01
H -6.6901 -0.3568 2.9408  0.05
H -5.8181 0.8054 3.9242  0.03
H -5.3284 -0.7033 -0.3427  -0.02
H -5.7843 0.9193 -0.8376  0.03
H -6.8797 -0.0262 0.1536  0.05
H -5.7489 3.4001 2.1770  0.01
H -7.1185 2.3438 1.9029  0.05
H -6.2507 2.9994 0.5383  0.03
H -3.8204 0.8129 5.2906  0.03
H -2.1090 1.0655 5.5795  0.04
H -2.6550 -0.3293 4.6453  -0.01
H -4.8479 3.0362 4.0728  0.03
H -3.8947 4.0662 2.9885  0.04
H -3.3685 3.7957 4.6412  0.05
H -0.2609 2.1850 2.7592  -0.01
H -0.7542 2.9589 4.2662  0.05
H -1.1882 3.6687 2.7159  0.04

Cartesian forces (eV/Å) of the 3 atoms listed first:
0.3 0.1 0.1
0.0 0.0 0.0
0.0 0.0 0.0

## Properties
- multiplicity = 1
- calculated total energy (eV) = -125203.0319
- charge = +1
- energy above the lowest of the compared OMol25 structures with the same formula, charge and spin (eV) = 0.068